(1)
C57H69N4 | wB97M-V/def2-TZVPD

- Kohn-Sham gap (Ha) = 0.2603
- E_HOMO (eV) = -9.3
- LUMO level (eV) = -2.3
- spin multiplicity = 1
- total charge = +1

```
130
C57H69N4 wB97M-V/def2-TZVPD
H 0.45746 6.29545 3.41583
H -1.12572 0.11878 4.47860
H 2.33065 -5.40585 -1.35928
H 3.70925 2.59348 1.66066
H 5.14916 2.87620 -4.02648
H 5.80265 3.50682 -0.54223
N -3.52577 -0.86109 -0.72043
C 1.28682 2.82951 3.31904
H 1.04125 -5.95387 0.18337
H -1.40967 3.31437 1.81141
C 0.79199 0.30838 1.71178
C 0.16699 -0.10246 -0.67412
C 1.98448 1.79283 5.40526
C -0.47702 5.94778 3.86910
H -2.41764 3.43173 -0.44149
C 0.41949 3.02613 -2.44025
H -2.21823 2.71652 -3.42000
H -1.09639 1.26747 2.25221
C -1.44220 -0.07900 -3.52835
C 0.73403 -3.85713 -0.06722
H 4.22029 4.27322 3.81060
C 2.31490 2.21066 4.09959
C -4.21613 -0.38903 -3.09216
H -2.32491 -1.02206 1.03817
C -0.32362 -0.11204 3.79495
H -0.49168 3.94620 6.05864
H 3.69113 0.86676 1.98913
H 5.52719 1.66903 -2.76427
H -0.08147 5.72517 -2.21926
C -3.29963 -0.49065 -2.05253
H 3.90220 -0.00822 4.32522
C -0.72503 5.16923 -1.52899
H 4.78069 2.05430 -0.38621
C 0.59569 -1.60600 -0.58739
H 0.66459 -1.50336 5.08047
H -0.22498 -5.97426 2.37358
H 1.46130 5.15490 2.22804
H -0.83892 -1.69767 2.03028
C 0.20545 3.34120 5.46001
H 5.49654 0.76967 4.21303
H 0.51332 0.22351 -1.66229
N 1.57993 3.33659 -0.30200
C -2.35661 -0.70526 -0.02211
H 4.47332 1.11021 5.60480
H -0.43866 2.26615 -4.28018
H 2.57416 1.03718 5.92197
C 1.73727 -0.67278 2.00681
H -1.70786 5.66467 -1.49681
N 1.43563 3.07154 1.90432
H -0.32689 5.24214 -0.51625
C 0.27177 3.50629 4.05674
H 2.77067 -4.30425 -2.69683
H -4.42992 0.06346 -5.16121
C -0.71011 -3.84858 2.27339
H 3.41158 5.36752 -2.00422
H 0.69921 2.04489 7.10804
H -0.35574 -0.14430 -3.74916
H 1.18853 -5.16048 -2.69684
H -2.17002 4.49789 5.25684
H 3.66452 1.21013 -3.70775
H 1.37372 5.42894 -0.05706
C 4.58172 3.34348 4.26210
C -2.35031 0.05753 -4.57564
C -4.80288 -1.38445 -0.32224
C -2.16228 4.19178 4.20503
H 5.19416 5.31073 -2.01702
H 1.68772 -1.78833 -2.50057
H -5.27487 -0.52459 -2.84979
H 2.53157 -1.95660 3.51047
H -2.40534 3.12328 4.13749
H -1.55117 4.28924 -3.98562
C -0.33234 0.51815 2.54553
H 2.56668 -0.86251 1.28196
C 1.73492 -1.26097 3.24997
C -1.92284 -0.20990 -2.20946
C 0.68485 -1.01157 4.12091
H 5.65727 3.26063 4.05589
C 1.33113 -2.26062 -1.57206
C 0.95703 0.91666 0.34376
N 1.38058 -3.62373 -1.28164
C 1.63804 3.08759 -1.72128
C -0.90383 3.72043 -1.99361
H 5.21128 1.78618 2.13539
C 4.12444 1.82315 2.29930
C 0.93764 2.36297 6.08681
H -5.58161 -0.74030 -0.74563
H -1.30166 -3.89478 3.21012
H -1.29164 6.59537 3.51489
C 0.58841 -5.06139 0.59398
H -4.96504 -2.40049 -0.71548
C 2.77833 1.76024 -3.38127
C -0.81824 4.48908 3.52314
H 4.45760 3.43316 5.34831
C 4.45752 0.91548 4.52756
H -0.39702 6.07192 4.95633
C 1.21690 2.44903 0.67467
C -1.32289 -0.31568 -0.86974
H 3.03234 4.90797 -0.15990
H -2.85035 4.23381 -2.76423
H -1.91118 5.02358 1.75904
C 3.84465 2.08797 3.76360
H 6.33157 3.24402 -2.76442
H -0.84392 2.64501 -0.08947
H 4.17979 3.65014 0.08487
H 3.07805 4.38841 2.13015
H -4.85233 -1.38746 0.76346
C 1.94832 -4.66921 -2.06777
C -1.09832 4.33936 2.04177
H -1.91013 1.95377 -1.28059
C -0.12517 -5.03718 1.79753
H -0.24781 4.59675 1.41315
C -1.55421 2.90658 -0.88120
C -3.72671 -0.06397 -4.34927
C 1.55153 1.53935 -3.99557
C 0.23607 -2.60400 0.42112
C 5.37854 2.73574 -2.96485
C 2.06158 4.41352 1.68532
C 4.28960 3.34220 -2.07389
C 2.89022 2.71047 -2.36590
C 2.04624 4.61071 0.20231
H 1.95512 0.68370 -0.14049
H 4.26800 4.96354 -3.49696
H -2.00782 0.25981 -5.57698
C -1.93928 3.73538 -3.12432
C 0.44423 2.29524 -3.63846
H -2.94761 4.76048 3.69042
H 1.49477 0.80965 -4.81148
C 4.28010 4.84136 -2.40700
C 4.77799 3.11740 -0.64922
C -0.49644 -2.65569 1.59485
```

***

(2)
C2H2N2O | wB97M-V/def2-TZVPD

- Kohn-Sham gap (Ha) = 0.4415
- E_HOMO (eV) = -11.0
- LUMO level (eV) = 1.0
- structure (SMILES) = c1ncon1
- spin multiplicity = 1
- ΔE to the lowest compared entry with this formula, charge and spin (eV) = 1.375

```
7
C2H2N2O wB97M-V/def2-TZVPD
C -1.01649 0.24587 0.00147
N 0.03846 0.99469 -0.05091
C 1.03571 0.07102 -0.00145
O -0.71229 -1.06056 -0.05186
H 2.09618 0.44309 -0.01009
H -2.06267 0.46597 0.11172
N 0.62110 -1.16008 0.00113
```

***

(3)
C4H8N2O | wB97M-V/def2-TZVPD

- Kohn-Sham gap (Ha) = 0.3707
- E_HOMO (eV) = -9.2
- LUMO level (eV) = 0.9
- structure (SMILES) = CN1CC1=O.C=N
- spin multiplicity = 1
- ΔE to the lowest compared entry with this formula, charge and spin (eV) = 3.754

```
15
C4H8N2O wB97M-V/def2-TZVPD
C -0.84970 -0.80487 -2.03449
C -0.59893 1.60627 1.01450
H 1.59219 1.93597 0.91129
H 0.80656 1.78433 -0.72652
H -0.44717 -1.13166 2.07075
H -1.52549 -0.31391 -1.34457
C 0.39270 -0.78220 1.47013
H 0.58098 -2.09118 -2.26657
H 1.26088 -0.62719 2.11896
H 0.59944 -1.52122 0.69327
N 0.01665 0.42861 0.80947
C 0.71973 1.63006 0.34240
N -0.00250 -1.61837 -1.57661
H -1.09086 -0.67766 -3.09411
O -1.45447 2.18303 1.61212
```

***

(4)
C5H13N5O2 | wB97M-V/def2-TZVPD

- Kohn-Sham gap (Ha) = 0.3318
- E_HOMO (eV) = -8.4
- LUMO level (eV) = 0.6
- structure (SMILES) = [H]/N=C(N)/C=N/N.CCC(=O)NO
- spin multiplicity = 1
- ΔE to the lowest compared entry with this formula, charge and spin (eV) = 2.464

```
25
C5H13N5O2 wB97M-V/def2-TZVPD
N 1.78565 1.23535 2.39201
N -5.04537 -0.25388 -1.02822
O 3.16361 1.37598 2.72400
H 0.40921 -0.58967 -1.69639
C 2.94277 0.31774 -0.48775
H 2.95244 -0.91423 1.33613
H 3.29635 -0.43201 -1.22613
H -5.54492 0.62542 -0.88248
H 2.26786 0.99372 -1.03459
H -0.37171 -2.19945 -0.36868
C -2.85016 -0.09038 -0.99898
N -3.86181 -0.39281 -0.26580
H -5.65371 -1.04315 -0.88375
N -0.50986 -0.17512 -1.71663
C -1.49890 -0.74120 -0.97275
N -1.26264 -1.71589 -0.21465
H 1.58730 -1.17270 0.24506
H 3.24111 1.07283 3.63160
C 2.23833 -0.41224 0.65629
H -3.02136 0.59873 -1.83187
H 1.29487 2.10478 2.59118
H -0.69791 0.42857 -2.49198
C 1.28338 0.34179 1.47314
O 0.05097 0.14747 1.21407
H 3.80448 0.89034 -0.16284
```

***

(5)
C4H5MgOTl | wB97M-V/def2-TZVPD

- Kohn-Sham gap (alpha / beta) (Ha) = 0.2457 / 0.1990
- E_HOMO (alpha / beta) (eV) = -11.6 / -11.6
- LUMO level (alpha / beta) (eV) = -4.9 / -6.2
- expectation value of S² = 0.752
- spin multiplicity = 2
- total charge = +1

```
12
C4H5MgOTl wB97M-V/def2-TZVPD
H 2.86821 -0.69236 -2.72283
O 1.64611 -1.51830 -1.34889
C 1.51491 0.65943 3.64453
H 2.16174 0.61929 -0.00765
H 3.55030 0.99948 -1.08244
C 2.34155 -0.57652 -1.75912
C 2.49024 0.70483 -1.05647
Tl 0.31884 -1.36931 0.72057
Mg 1.48565 -3.47166 -2.23005
C 1.06249 -0.04458 2.73965
H 1.91807 1.28644 4.42368
H 1.95851 1.46407 -1.65586
```

***

(6)
C3H14N2O2 | wB97M-V/def2-TZVPD

- Kohn-Sham gap (Ha) = 0.1516
- E_HOMO (eV) = -8.7
- LUMO level (eV) = -4.5
- spin multiplicity = 1
- ΔE to the lowest compared entry with this formula, charge and spin (eV) = 9.178

```
21
C3H14N2O2 wB97M-V/def2-TZVPD
H -2.08992 -1.68493 -0.52640
H -1.63291 -0.50920 -1.99464
N 0.04688 1.98066 -0.56702
H -2.06724 -0.01076 -0.27695
O -1.05984 0.80952 1.77275
H -0.70916 -0.62645 1.16362
H 0.52256 0.01475 -0.74041
H 1.57263 -0.28402 1.38006
H -1.33739 0.71341 2.69318
H 1.82307 -2.05227 1.13494
N -0.08602 -1.39913 0.79761
C -1.59327 -0.75792 -0.92923
C -0.12033 -0.83777 -0.61041
C 1.13540 -1.27891 1.54103
H 0.47854 -1.55117 -1.25746
H -0.08599 1.51209 0.32199
H -0.67376 2.67159 -0.74098
H 0.95999 1.98410 -1.08597
H 0.96453 -1.39869 2.62045
O 1.82487 1.02304 -2.02782
H 2.12734 1.68204 -2.66835
```

***

Question: Number 3 is which compound?
Answer: C4H8N2O